# 1
Formula: C5H14N3
Source: OMol25
Level of theory: ωB97M-V with the def2-TZVPD basis set

```
22
Properties=species:S:1:pos:R:3
C -2.6737 1.6411 -1.0236
C -1.3789 0.8656 -0.9420
C -0.4503 0.5000 -1.8505
C 1.1286 -0.7767 0.7020
N 4.6583 0.3117 0.1271
C 3.6033 -0.4150 0.1599
N 2.2475 0.0557 0.1475
N -2.6685 -1.6997 2.0171
H -2.4627 2.6490 -0.6150
H -2.9937 1.7569 -2.0606
H -3.4593 1.0944 -0.5099
H -1.1130 0.7139 0.1192
H -0.5872 -0.2838 -2.6050
H 0.5491 0.8733 -1.7160
H 1.4001 -0.5965 1.7894
H 1.3650 -1.7011 0.1308
H 4.4060 1.2935 -0.0435
H 3.6853 -1.4481 -0.1478
H 2.1540 1.0173 0.4662
H -1.6810 -1.4133 1.9260
H -2.7540 -2.3344 2.7999
H -2.9747 -2.1039 1.1289
```

Properties
* expectation value of S²: 0.76
* highest occupied orbital energy (alpha / beta): -15.9 / -15.9 eV
* 2S+1: 2
* E: -362.18273 Ha
* LUMO level (alpha / beta): -12.41 / -12.40 eV
* total charge: +2

Atom-resolved charges from Löwdin, all expressed in e:
1. C 0.02
2. C -0.01
3. C 0.20
4. C 0.22
5. N 0.25
6. C -0.20
7. N 0.05
8. N 0.02
9. H 0.14
10. H 0.11
11. H 0.12
12. H 0.13
13. H 0.15
14. H 0.09
15. H 0.18
16. H 0.11
17. H 0.10
18. H 0.15
19. H 0.14
20. H -0.03
21. H 0.03
22. H 0.02

# 2
Formula: C6H9NO
Source: OMol25
Level of theory: ωB97M-V with the def2-TZVPD basis set

```
17
Properties=species:S:1:pos:R:3
C -0.7628 1.4235 -1.3018
C -0.2029 0.8523 -0.2273
C -0.3784 1.3886 1.1546
C 0.6213 -0.4455 -0.3979
N 1.6882 -0.2280 -1.2130
C 0.3347 -1.6746 0.1332
C -0.8489 -2.0522 0.8473
O -1.7275 -1.2629 1.1661
H -1.4799 2.2204 -1.0872
H -0.7167 0.9673 -2.2856
H 0.6160 1.5951 1.5914
H -0.9810 2.2886 1.1554
H -0.8509 0.6005 1.7467
H 2.4279 -0.9185 -1.2372
H 1.9819 0.7351 -1.4252
H 1.1280 -2.4144 0.1440
H -0.8489 -3.0752 1.2366
```

Properties
* highest occupied orbital energy: -8.6 eV
* E: -363.97400 Ha
* LUMO level: 0.69 eV

Atom-resolved charges from Löwdin, all expressed in e:
1. C 0.06
2. C -0.31
3. C -0.05
4. C -0.27
5. N 0.13
6. C -0.05
7. C -0.29
8. O -0.01
9. H 0.07
10. H 0.07
11. H 0.09
12. H 0.08
13. H 0.07
14. H 0.11
15. H 0.12
16. H 0.09
17. H 0.11

# 3
Formula: C14H26S2Si2
Source: OMol25
Level of theory: ωB97M-V with the def2-TZVPD basis set

```
44
Properties=species:S:1:pos:R:3
C 3.1416 -1.9385 -2.3835
Si 2.8235 -0.3916 -3.2964
C 2.9381 0.9797 -2.0127
C 4.0727 -0.2423 -4.6881
C 1.1494 -0.3639 -4.1254
S -0.0972 -1.4001 -3.4166
C -0.0105 -0.9733 -1.6889
C -0.2793 0.3402 -1.2952
C -0.2056 0.6783 0.0525
C 0.0252 -0.2733 1.0356
S 0.0095 0.2220 2.7784
C -1.5237 -0.5379 3.3006
Si -2.8416 0.7810 3.5569
C -4.2711 0.1296 4.5549
C -2.1062 2.3329 4.3890
C -3.4135 1.1266 1.7824
C 0.2141 -1.5953 0.6307
C 0.2594 -1.9139 -0.7133
H 3.2248 -2.7969 -3.0368
H 2.3250 -2.0974 -1.6560
H 4.0896 -1.7873 -1.8708
H 3.5427 1.8332 -2.3528
H 1.9898 1.3921 -1.6724
H 3.4579 0.5647 -1.1483
H 4.0354 -1.1936 -5.2439
H 5.0796 0.0019 -4.3625
H 3.7217 0.4999 -5.3698
H 1.3164 -0.6826 -5.1786
H 0.7847 0.6560 -4.1277
H -0.5527 1.0348 -2.0149
H -0.3982 1.6808 0.4277
H -1.9155 -1.2067 2.5311
H -1.3664 -1.0972 4.2103
H -4.9184 -0.4874 3.9105
H -3.8060 -0.5006 5.2934
H -4.9132 0.8446 5.0406
H -1.4020 2.7157 3.6656
H -1.6273 2.2555 5.3680
H -2.8838 3.1077 4.4612
H -3.8662 0.2849 1.2350
H -4.1176 1.9614 1.7712
H -2.4703 1.3655 1.2835
H 0.3818 -2.3576 1.3597
H 0.4034 -2.9518 -0.9846
```

Properties
* highest occupied orbital energy: -8.2 eV
* E: -1924.45664 Ha
* LUMO level: 0.65 eV

Atom-resolved charges from Löwdin, all expressed in e:
1. C -0.18
2. Si 0.43
3. C -0.16
4. C -0.18
5. C -0.59
6. S 0.89
7. C -0.55
8. C -0.10
9. C -0.11
10. C -0.51
11. S 0.88
12. C -0.57
13. Si 0.45
14. C -0.19
15. C -0.19
16. C -0.17
17. C -0.08
18. C -0.13
19. H 0.04
20. H 0.01
21. H 0.04
22. H 0.03
23. H 0.01
24. H 0.03
25. H 0.04
26. H 0.03
27. H 0.01
28. H 0.05
29. H 0.03
30. H 0.09
31. H 0.10
32. H 0.05
33. H 0.03
34. H 0.04
35. H 0.02
36. H 0.02
37. H 0.00
38. H 0.03
39. H 0.03
40. H 0.04
41. H 0.03
42. H 0.00
43. H 0.11
44. H 0.11

# 4
Formula: C4H12NS2
Source: OMol25
Level of theory: ωB97M-V with the def2-TZVPD basis set

```
19
Properties=species:S:1:pos:R:3
C -2.5961 -0.9922 -0.6513
C 1.8956 1.8117 0.9445
C -1.7985 -0.7084 0.5807
C 0.8652 -0.6828 -0.6101
N 1.1568 1.3226 -0.2525
S 2.4214 -1.3646 -1.1267
S -0.0801 -1.2655 0.7328
H -3.6619 -0.7481 -0.5208
H -2.1664 -0.5967 -1.6445
H -2.5635 -2.0745 -0.6130
H 2.3261 2.7813 0.8258
H 1.1888 1.9849 1.7162
H 2.4778 0.9886 1.2766
H -2.2243 -1.3623 1.3365
H -2.0179 0.3574 0.9763
H 0.2716 -0.5179 -1.5184
H 0.1390 1.5744 -0.2675
H 1.6695 1.7005 -1.0729
H 2.6969 -2.2083 -0.1117
```

Properties
* expectation value of S²: 2.01
* highest occupied orbital energy (alpha / beta): -10.3 / -13.0 eV
* 2S+1: 3
* E: -1010.27765 Ha
* LUMO level (alpha / beta): -2.92 / -8.05 eV
* total charge: +1

Atom-resolved charges from Löwdin, all expressed in e:
1. C -0.14
2. C -0.07
3. C -0.51
4. C -0.97
5. N -0.02
6. S 0.73
7. S 1.07
8. H 0.10
9. H 0.11
10. H 0.08
11. H 0.09
12. H 0.08
13. H 0.08
14. H 0.07
15. H 0.13
16. H 0.03
17. H 0.13
18. H 0.14
19. H -0.12